(1)
# C21H62N10O14VZn

C21H62N10O14VZn as an isolated structure in a non-equilibrium geometry (ωB97M-V/def2-TZVPD, the Open Molecules 2025 dataset).

Each line ends with the Löwdin charge.
Atoms and positions in Å:
H (-1.2831, 4.9820, -1.9131)  0.08
N (2.9583, 1.3729, -2.1674)  0.19
N (3.5130, 1.8496, 1.0912)  0.18
N (4.0228, 0.8533, -4.0742)  0.19
H (4.5316, -1.0951, 4.5199)  0.11
O (-3.5266, 3.3866, -1.5986)  -0.05
Zn (-1.2535, -3.8370, 0.3921)  0.87
C (3.2783, 0.3873, -3.0467)  -0.59
H (-2.9767, -1.5268, -1.3994)  0.09
C (0.2157, 0.4113, 0.7830)  -0.33
H (1.9611, -7.3716, -1.3473)  0.11
H (-1.2713, 4.4168, -3.6460)  0.08
H (-4.7343, 2.8773, -0.0104)  0.15
H (-0.4307, 0.6967, -2.6441)  0.05
C (-2.6778, 2.6394, 0.4839)  -0.05
O (-1.0016, 3.6929, 4.5789)  -0.03
C (-0.1530, 1.4951, 4.6647)  -0.06
C (-2.0380, 0.3905, -4.3929)  -0.04
H (-0.1399, 4.1078, 4.5081)  0.09
H (3.2836, -5.6043, -1.4677)  0.12
H (-1.0815, -4.2809, 5.4895)  0.11
C (0.2370, -0.3977, -5.1497)  -0.04
C (0.3586, 3.6379, -2.4656)  -0.44
H (-0.3885, 1.2791, 1.0825)  0.08
O (-0.3148, -0.2536, -2.8234)  -0.12
C (3.2969, 2.9337, 1.8714)  -0.67
H (4.4613, 1.5390, 0.9777)  0.12
N (-0.8841, -4.6357, 4.5741)  0.20
H (-3.2526, 2.6931, 3.6541)  0.07
H (1.0916, -1.0356, -4.9224)  0.07
H (1.9965, 3.3315, -1.0425)  0.04
H (-2.3802, 0.4487, -5.4253)  0.09
H (-2.4510, -4.7317, -3.7345)  0.13
H (2.1795, -3.0073, 4.5947)  0.06
C (2.5607, -2.0107, 4.8294)  -0.08
H (-1.1260, -0.9190, 1.8325)  0.08
H (-2.8697, 0.1475, -3.7300)  0.05
H (1.7990, -1.2429, 4.6925)  0.05
H (-0.2245, 5.6999, -3.0680)  0.08
C (-0.6800, 4.7488, -2.7914)  -0.04
H (4.4851, -2.6530, 4.0913)  0.11
H (0.6128, 0.6284, -5.1675)  0.08
H (-1.1836, -1.5906, -4.1403)  0.12
H (2.7120, 1.4463, 0.6290)  0.04
H (-2.9455, 0.9635, -1.5389)  0.06
H (-0.8471, 2.4861, 2.8992)  0.10
N (2.5631, -5.0130, -1.1017)  0.20
H (0.8242, 1.9774, 4.5764)  0.08
C (1.4072, -5.5294, -0.6553)  -0.61
C (-3.8254, 2.5435, -0.5114)  -0.47
C (-2.8372, -3.3719, -2.3037)  -0.59
O (-0.4301, -2.0500, 0.2711)  -0.34
O (0.5198, -4.7789, -0.2153)  -0.02
H (2.7029, -4.0154, -0.9879)  0.07
H (-0.5801, -5.5735, 4.3930)  0.13
H (-1.5785, -2.3860, 4.9911)  0.11
N (-3.2614, -2.0912, -2.1830)  0.21
O (1.0332, 0.6245, -0.3090)  -0.36
V (1.3132, -1.5074, -1.3925)  0.97
H (-1.6899, -0.4731, 0.2466)  0.08
H (0.2493, 1.9916, -1.3772)  0.04
H (-3.9973, -1.7400, -2.7697)  0.11
H (4.1439, 1.8413, -4.1598)  0.10
C (-2.5733, 1.9484, 4.0685)  -0.04
H (-2.8241, 3.4725, 1.1702)  0.09
H (-0.1340, -0.6666, -6.1403)  0.08
H (-1.7114, -1.7665, 3.3983)  0.08
H (-2.5355, 1.7171, 1.0541)  0.06
O (-2.1047, -3.9083, -1.4494)  -0.02
O (-0.2859, 2.4265, -2.0687)  -0.11
N (-2.9350, -3.8734, -3.5326)  0.20
O (2.9138, -0.7942, -2.9101)  -0.01
O (4.1019, 3.4749, 2.6240)  0.02
O (-0.9704, -4.0714, 2.3847)  -0.01
H (-1.7749, 1.4213, -4.1403)  0.08
N (1.9914, 3.3608, 1.8329)  0.16
H (0.9244, 3.4918, -3.3913)  0.13
H (3.4952, 2.2157, -2.2167)  0.11
C (-0.7883, -0.7905, 0.7956)  -0.28
H (1.6829, 4.0174, 2.5219)  0.10
C (-1.0980, -3.7450, 3.5772)  -0.59
C (3.8257, -1.7816, 4.0244)  -0.35
H (-2.7201, 3.1348, -2.0600)  0.05
H (3.0745, -0.5762, 2.6470)  0.06
O (0.9257, -2.6692, -2.4305)  -0.31
H (1.6821, 5.0070, -1.5277)  0.10
N (-1.5586, -2.5545, 4.0024)  0.21
H (0.4622, -7.3344, -0.4936)  0.11
H (-3.3517, -3.3392, -4.2713)  0.12
H (2.8167, -2.0480, 5.8911)  0.08
H (0.5915, 4.1611, -0.3927)  0.08
H (-4.6947, 1.0994, -1.8288)  0.09
H (0.8452, 0.2011, 1.6661)  0.10
C (-1.1152, 2.4419, 3.9627)  -0.52
C (-3.9144, 1.1379, -1.0660)  -0.07
H (4.2055, 0.2741, -4.8760)  0.12
O (2.4972, -2.1135, -0.5051)  -0.30
H (-0.3673, 1.4339, 5.7323)  0.09
H (-2.7906, 1.8390, 5.1322)  0.08
H (-2.7524, 1.0058, 3.5521)  0.06
H (-4.1594, 0.4258, -0.2745)  0.08
H (1.4020, 2.8264, 1.2179)  0.05
H (-1.7491, 2.7582, -0.0759)  0.06
C (-0.8777, -0.5435, -4.1068)  -0.45
O (3.6194, -1.3641, 2.7158)  -0.07
N (1.2804, -6.8555, -0.8233)  0.18
H (2.3439, 1.1604, -1.3873)  0.04
H (-0.1043, 0.4922, 4.2357)  0.05
C (1.2130, 4.0523, -1.2826)  -0.05

molecular weight: 795.1 g/mol
strongest force on any atom: 0.0544 hartree/bohr
total charge: +1
E_tot: -140455.4790 eV



(2)
# C37H40BrN2O3Zr

C37H40BrN2O3Zr as an isolated structure in a non-equilibrium geometry (ωB97M-V/def2-TZVPD, the Open Molecules 2025 dataset).

Each line ends with the Löwdin charge.
Atoms and positions in Å:
H (-3.4480, 4.3519, -2.8229)  0.06
H (-3.4770, -5.4989, 1.8274)  0.10
H (7.2521, 0.0176, -1.1591)  0.08
H (-1.5727, -4.0930, 2.5515)  0.10
H (0.9733, 4.5894, 1.3817)  0.01
C (-0.2521, 5.0885, -0.4260)  -0.38
H (4.0212, -2.9245, -0.6152)  0.09
H (0.0571, -1.0518, -1.8137)  0.09
C (-7.2340, 1.8545, 1.4695)  -0.10
C (0.0952, 4.2158, 0.8596)  -0.29
H (-4.7870, 1.6025, -0.8568)  0.11
C (-2.4314, -2.2725, 1.8118)  -0.02
C (-5.5287, 0.3110, 2.1825)  -0.03
C (-3.4850, -4.4315, 1.6404)  -0.10
C (1.7657, -3.2158, -2.0472)  -0.05
H (7.2178, -0.2624, 1.3886)  0.07
H (-0.3001, -1.2771, -0.1057)  0.06
H (6.7703, -1.3312, -2.1942)  0.09
C (3.4894, 0.7284, 0.1326)  -0.54
H (1.8678, -2.5559, -2.9141)  0.09
C (-5.3418, 1.3934, 0.0505)  -0.02
H (1.1077, -2.7876, 1.3312)  0.09
O (1.1758, 0.5701, -0.2344)  -0.33
N (-1.5841, 1.2528, 0.6758)  0.08
C (-2.5820, 4.5551, -2.2018)  -0.17
C (7.1090, -1.3415, 1.2501)  -0.06
C (6.4181, -3.2032, -0.2363)  -0.07
H (5.5793, 0.9038, 0.4657)  0.10
H (8.2563, -1.4456, -1.2240)  0.08
H (6.0237, -3.5091, -1.2096)  0.08
C (6.4150, -1.6819, -0.0768)  -0.56
H (-3.6077, 5.9538, -0.8643)  0.08
C (-4.8349, 0.5056, 0.9887)  -0.15
H (0.5386, -4.0843, 0.2579)  0.08
H (-3.4095, -0.3691, -1.3982)  0.17
C (4.7697, 0.2351, 0.1918)  -0.09
C (-6.7211, 0.9777, 2.4191)  -0.08
H (8.1113, -1.7828, 1.2758)  0.08
C (-2.4206, -3.6433, 2.0474)  -0.08
H (-5.4000, -4.4514, 0.6702)  0.10
H (-8.1630, 2.3803, 1.6574)  0.10
H (-5.1162, -0.3563, 2.9304)  0.12
C (4.9925, -1.1111, -0.0961)  -0.18
H (1.9765, 4.2190, -1.7798)  0.02
H (-7.2472, 0.8216, 3.3536)  0.10
C (2.5649, -1.3814, -0.4976)  -0.08
H (-0.6487, -2.5810, -1.2470)  0.09
C (-1.9255, 0.8183, -0.5633)  -0.60
H (6.5361, -1.7330, 2.0962)  0.09
H (-1.7111, 6.4600, 0.5234)  0.09
C (-2.4103, 0.6297, 1.5783)  -0.42
C (-1.6037, 5.7455, -0.2906)  -0.11
Br (3.1602, 2.5396, 0.5906)  0.87
H (-1.2622, 3.3649, -3.3474)  0.10
H (7.4440, -3.5755, -0.1612)  0.08
C (-4.5628, -3.8444, 0.9927)  -0.09
H (5.8232, -3.6875, 0.5442)  0.09
H (1.1754, 3.1576, -2.9768)  0.03
C (-3.4867, -0.2009, 0.7834)  -0.26
C (-1.3610, 4.0066, -2.4787)  -0.15
C (-3.5073, -1.6774, 1.1644)  -0.15
O (-2.3722, 0.6646, 2.7797)  0.10
H (-0.7366, 4.2633, 1.5569)  0.03
C (1.3382, -3.3511, 0.4209)  -0.05
H (2.6822, -3.8012, -1.9558)  0.07
H (2.2761, -3.8902, 0.5856)  0.08
C (-0.2047, 4.2089, -1.6862)  -0.47
C (-2.6586, 5.4636, -1.0747)  -0.15
H (-1.5953, -1.6648, 2.1396)  0.12
C (1.4418, -2.4001, -0.7840)  -0.52
C (3.8768, -1.8695, -0.4245)  0.01
H (0.5354, 5.8515, -0.5062)  0.12
H (-6.9153, 2.7662, -0.4461)  0.10
N (-2.9609, -0.0493, -0.5581)  0.17
H (0.9478, -3.9157, -2.2448)  0.08
H (-5.4238, -2.0169, 0.2678)  0.12
C (7.2243, -1.0731, -1.2331)  -0.05
O (-1.3043, 1.1991, -1.5788)  -0.07
C (-6.5401, 2.0643, 0.2896)  -0.08
C (1.1170, 3.5745, -1.9749)  -0.28
C (-4.5731, -2.4745, 0.7621)  -0.03
C (2.3515, -0.0220, -0.2192)  -0.36
Zr (0.1727, 2.3648, -0.3596)  1.62
C (0.0575, -1.7797, -1.0021)  -0.06

molecular weight: 731.9 g/mol
energy relative to the best compared isomer or geometry (same formula, charge and spin): 49.2 kcal per mole
strongest force on any atom: 0.0320 hartree/bohr
total charge: -1



(3)
# C7H10N2

C7H10N2 in the gas phase in a non-equilibrium geometry (ωB97M-V/def2-TZVPD, the Open Molecules 2025 dataset).

Each line ends with the Löwdin charge.
Atoms and positions in Å:
H (2.0763, -0.2239, -1.1414)  0.07
H (-3.5835, 1.5964, -0.6433)  0.07
H (1.5477, 1.3395, 0.5409)  0.07
H (1.4575, -1.8274, -1.5256)  0.08
C (0.6187, 1.7824, 0.2035)  -0.02
C (-1.3285, -1.5123, 0.1687)  -0.22
C (1.9326, -1.2288, -0.7520)  -0.09
H (0.9027, -2.2356, 0.8441)  0.11
C (-0.2793, -0.5730, 0.2342)  -0.21
H (2.9067, -1.6582, -0.5310)  0.07
N (-2.1152, -2.3519, 0.2230)  0.16
C (-0.4599, 0.7545, 0.0195)  -0.31
H (-3.0243, 0.7368, 0.9041)  0.09
H (0.7878, 2.3145, -0.7308)  0.09
C (1.0660, -1.2092, 0.5093)  -0.21
C (-2.7716, 1.1823, -0.0621)  0.00
H (0.2912, 2.5142, 0.9424)  0.09
N (-1.6074, 1.2783, -0.5165)  0.04
H (1.5825, -0.6786, 1.3130)  0.11

molecular weight: 122.2 g/mol
energy relative to the best compared isomer or geometry (same formula, charge and spin): 36.4 kcal per mole
strongest force on any atom: 0.0195 hartree/bohr



Which value of molecular weight does entry 2 give? 731.9 g/mol



Among the records above, which one has the lowest molecular weight? C7H10N2